# 1
{
  "formula": "C31H28Cl3GeHgN6O5",
  "method": "ωB97M-V/def2-TZVPD",
  "charge": -1,
  "orbital_gap_ev": 6.85,
  "max_force_ev_per_a": 0.38,
  "homo_ev": -4.816,
  "symbols": ["Hg", "O", "C", "N", "C", "C", "C", "C", "C", "C", "N", "C", "C", "C", "C", "C", "N", "H", "H", "H", "H", "H", "H", "H", "H", "H", "H", "C", "O", "C", "C", "C", "C", "C", "C", "N", "N", "C", "C", "O", "C", "C", "C", "C", "C", "C", "C", "C", "H", "H", "H", "H", "H", "H", "H", "H", "H", "H", "H", "H", "H", "Cl", "Ge", "Cl", "Cl", "N", "C", "C", "O", "O", "H", "H", "H", "H", "H"],
  "xyz": [[-0.572703, 0.608873, 0.070386], [-4.307979, -0.390122, -1.913830], [-3.255026, -0.408730, -1.250952], [-2.629018, 0.626052, -0.721057], [-3.291975, 1.907627, -0.800536], [-2.882239, 2.828703, 0.329708], [-3.710245, 3.870154, 0.735737], [-3.293431, 4.702219, 1.757589], [-2.059936, 4.481494, 2.354381], [-1.292867, 3.429882, 1.890587], [-1.702570, 2.628582, 0.909526], [-2.575908, -1.761758, -1.046746], [-3.057668, -2.860196, -1.747641], [-2.431257, -4.084943, -1.576256], [-1.345669, -4.171669, -0.720765], [-0.936167, -3.023459, -0.058947], [-1.543085, -1.853138, -0.209523], [-4.376980, 1.772205, -0.785080], [-3.045842, 2.419993, -1.739989], [-4.662319, 4.019252, 0.242445], [-3.919765, 5.524270, 2.081036], [-1.687852, 5.120118, 3.142920], [-0.313922, 3.212222, 2.301341], [-3.904642, -2.720936, -2.404205], [-2.781991, -4.959551, -2.110366], [-0.817926, -5.102866, -0.568087], [-0.082648, -3.039051, 0.610781], [-2.981406, -0.153458, 2.660340], [-1.581501, -0.059433, 2.492765], [-0.790834, -0.993409, 3.082362], [-1.244952, -1.843026, 4.081371], [-0.377543, -2.749842, 4.679079], [0.946730, -2.797738, 4.281372], [1.398204, -1.957236, 3.273562], [0.543981, -1.060846, 2.640076], [0.957718, -0.213176, 1.574828], [2.132294, -0.508288, 1.158306], [2.773759, 0.158200, 0.195865], [2.379235, 1.425773, -0.368469], [1.331241, 2.051177, -0.053985], [3.302958, 2.033459, -1.312173], [4.460493, 1.452546, -1.665475], [4.863110, 0.173565, -1.145919], [6.059017, -0.431195, -1.562109], [6.422691, -1.670210, -1.093592], [5.575565, -2.331616, -0.196144], [4.400436, -1.752067, 0.220687], [4.019338, -0.475509, -0.230859], [-3.339572, -1.151789, 2.394801], [-3.412457, 0.575064, 1.978454], [-3.275417, 0.084349, 3.686548], [-2.274549, -1.794772, 4.405457], [-0.743384, -3.403850, 5.460356], [1.635179, -3.486954, 4.753511], [2.428295, -1.987423, 2.949957], [3.008603, 2.984579, -1.733456], [5.117765, 1.946366, -2.374123], [6.690013, 0.098201, -2.267738], [7.342583, -2.136020, -1.423707], [5.840732, -3.318894, 0.162663], [3.738575, -2.281239, 0.890327], [1.394437, 5.181105, 0.998328], [0.828637, 4.601144, -1.149792], [-1.017844, 5.866665, -1.218253], [-0.459338, 2.809691, -2.920013], [-1.023911, 0.076421, -3.898194], [0.109558, -0.860994, -4.113311], [0.739112, -1.200488, -2.740149], [1.442232, -2.204162, -2.677674], [0.410174, -0.354713, -1.870726], [-1.551918, 0.256411, -4.748069], [-0.701805, 1.032031, -3.517589], [-1.654404, -0.272336, -3.174928], [0.850110, -0.360045, -4.734586], [-0.230307, -1.771246, -4.602439]],
  "forces_ev_per_a": [[-0.1, 0.0, 0.1], [0.0, 0.0, 0.0], [0.1, 0.0, -0.1], [-0.1, 0.1, 0.1], [0.0, 0.0, -0.1], [0.0, 0.0, 0.0], [0.0, 0.0, 0.0], [0.1, 0.0, 0.0], [0.0, 0.0, 0.0], [0.0, 0.0, 0.1], [0.0, 0.1, -0.1], [0.0, 0.0, 0.0], [0.0, 0.0, 0.0], [0.0, 0.0, 0.0], [0.0, 0.0, 0.0], [0.0, 0.0, 0.0], [0.0, 0.0, 0.0], [0.0, 0.0, 0.0], [0.0, 0.0, 0.0], [0.0, 0.0, 0.0], [0.0, 0.0, 0.0], [0.0, 0.0, 0.0], [0.0, 0.0, 0.0], [0.0, 0.0, 0.0], [0.0, 0.0, 0.0], [0.0, 0.0, 0.0], [0.0, 0.0, 0.0], [0.0, 0.0, 0.0], [0.0, 0.0, 0.0], [0.0, 0.0, 0.0], [0.0, 0.0, 0.0], [0.0, 0.0, 0.0], [0.0, 0.0, 0.0], [0.0, 0.0, 0.0], [-0.1, 0.0, -0.1], [0.2, 0.0, -0.1], [-0.1, -0.1, 0.1], [0.0, 0.1, -0.1], [0.2, 0.0, 0.0], [-0.1, -0.1, 0.0], [0.0, 0.0, 0.0], [0.0, 0.0, 0.0], [0.0, 0.0, 0.0], [0.0, 0.0, 0.0], [0.0, 0.0, 0.0], [0.0, 0.0, 0.0], [0.0, 0.0, 0.0], [0.0, 0.0, 0.0], [0.0, 0.0, 0.0], [0.0, 0.0, 0.0], [0.0, 0.0, 0.0], [0.0, 0.0, 0.0], [0.0, 0.0, 0.0], [0.0, 0.0, 0.0], [0.0, 0.0, 0.0], [0.0, 0.0, 0.0], [0.0, 0.0, 0.0], [0.0, 0.0, 0.0], [0.0, 0.0, 0.0], [0.0, 0.0, 0.0], [0.0, 0.0, 0.0], [0.0, 0.0, 0.1], [0.3, 0.0, -0.2], [-0.2, 0.0, 0.1], [-0.1, 0.1, 0.1], [0.0, 0.2, -0.1], [0.1, -0.1, 0.0], [-0.1, 0.0, -0.1], [0.0, 0.1, 0.0], [0.3, -0.1, 0.2], [-0.1, 0.0, 0.0], [0.1, -0.2, 0.0], [0.0, 0.0, 0.0], [0.0, 0.0, 0.0], [-0.1, 0.1, -0.1]],
  "lowdin_charge": [1.204, -0.022, -0.549, -0.062, -0.190, -0.281, -0.035, -0.073, -0.073, -0.172, 0.051, -0.211, -0.014, -0.065, -0.054, -0.112, 0.087, 0.117, 0.092, 0.113, 0.104, 0.103, 0.091, 0.108, 0.101, 0.102, 0.112, -0.075, -0.159, -0.243, -0.030, -0.103, -0.106, -0.032, -0.190, -0.013, 0.071, -0.155, -0.359, -0.221, -0.011, -0.016, -0.176, -0.052, -0.106, -0.092, -0.025, -0.092, 0.100, 0.078, 0.093, 0.099, 0.095, 0.095, 0.095, 0.051, 0.112, 0.104, 0.091, 0.095, 0.094, -0.120, 0.243, -0.114, -0.127, 0.106, -0.076, -0.688, 0.011, -0.132, 0.149, -0.094, 0.115, 0.126, 0.117]
}

# 2
{
  "formula": "C31H28Cl3N8O4SeTi",
  "method": "ωB97M-V/def2-TZVPD",
  "charge": 3,
  "orbital_gap_ev": 4.48,
  "max_force_ev_per_a": 3.92,
  "homo_ev": -15.994,
  "symbols": ["Ti", "O", "C", "N", "C", "O", "C", "C", "C", "C", "C", "N", "C", "C", "C", "C", "C", "N", "H", "H", "H", "H", "H", "H", "H", "H", "Se", "N", "C", "C", "C", "C", "N", "C", "N", "H", "H", "H", "O", "N", "C", "C", "C", "C", "C", "C", "C", "C", "C", "C", "C", "C", "O", "H", "H", "H", "H", "H", "H", "H", "H", "H", "H", "H", "H", "H", "H", "H", "H", "H", "Cl", "C", "Cl", "Cl", "C", "N"],
  "xyz": [[-0.330391, 0.025113, 0.171783], [-2.972391, 2.299613, -1.780017], [-2.238591, 1.826413, -0.962617], [-1.079491, 1.091013, -1.227917], [-0.948091, 0.586213, -2.499317], [-1.769191, 0.595313, -3.380717], [0.335309, -0.185687, -2.654517], [0.929709, -0.326887, -3.902117], [2.079209, -1.095687, -4.006617], [2.542709, -1.725087, -2.859717], [1.868609, -1.555987, -1.657817], [0.783609, -0.780787, -1.533717], [-2.482791, 1.943113, 0.518783], [-3.473891, 2.793913, 0.990783], [-3.657991, 2.910313, 2.362183], [-2.845391, 2.154613, 3.196183], [-1.907191, 1.295713, 2.640583], [-1.715991, 1.179113, 1.320583], [0.495509, 0.173313, -4.755017], [2.587109, -1.211187, -4.952517], [3.425109, -2.342887, -2.895217], [2.210709, -2.081187, -0.776317], [-4.072991, 3.346813, 0.281183], [-4.416891, 3.561313, 2.769483], [-2.930591, 2.224313, 4.270183], [-1.297891, 0.679513, 3.294883], [0.171109, -4.872087, -1.609417], [-0.831591, -5.051587, -2.984917], [-1.701991, -4.054387, -3.086317], [-2.677591, -3.860087, -4.075817], [-3.482891, -2.733587, -3.968917], [-3.362691, -1.859687, -2.905917], [-2.426191, -2.037687, -1.942817], [-1.561791, -3.097287, -2.018317], [-0.605991, -3.339687, -1.145317], [-2.781091, -4.568287, -4.884217], [-4.227191, -2.525487, -4.722817], [-3.973591, -0.968187, -2.815617], [-3.230891, -0.529487, -0.538517], [-2.256691, -1.208887, -0.842617], [0.432009, 3.755413, 0.131083], [1.877009, 3.405213, -0.248017], [1.963409, 2.627513, -1.567817], [2.561009, 2.647213, 0.859383], [3.668809, 3.224813, 1.456183], [4.378709, 2.579413, 2.456083], [3.973809, 1.311213, 2.871383], [2.872009, 0.682213, 2.325283], [2.487109, -0.677087, 2.866683], [2.408709, -1.744987, 1.774783], [1.166609, -0.580587, 3.631483], [2.120009, 1.351113, 1.309183], [1.038609, 0.776113, 0.794283], [-0.092991, 4.147213, -0.738817], [0.428909, 4.525913, 0.898983], [-0.094291, 2.878013, 0.516583], [2.410509, 4.348413, -0.393617], [1.588909, 1.607413, -1.440917], [2.997309, 2.583713, -1.905017], [1.377009, 3.136313, -2.331617], [3.986909, 4.202013, 1.127683], [5.238309, 3.052213, 2.903983], [4.538509, 0.813313, 3.644183], [3.265709, -0.983787, 3.569583], [1.535809, -1.572287, 1.126683], [2.314109, -2.728787, 2.230883], [3.325409, -1.737087, 1.187083], [0.387009, -0.210587, 2.957483], [1.264809, 0.101413, 4.473083], [0.882309, -1.560587, 4.009183], [-1.182691, -4.401587, 3.728583], [-2.262791, -3.384287, 2.731183], [-3.402591, -2.427287, 3.747283], [-3.149391, -4.361287, 1.510683], [-1.515091, -2.425587, 1.989583], [-0.958291, -1.634287, 1.366383]],
  "forces_ev_per_a": [[0.7, -1.1, 0.8], [0.1, 0.0, 0.2], [-0.6, 0.8, 0.6], [-0.4, 0.5, -0.4], [0.6, -0.5, -1.0], [0.1, 0.0, 0.0], [0.0, -0.1, -0.7], [-0.2, 0.0, 0.3], [-0.2, 0.0, 0.2], [-0.2, 0.1, 0.1], [0.4, -0.3, 0.0], [-0.3, 0.4, -0.5], [-0.7, 0.6, 0.0], [0.3, -0.2, -0.2], [0.2, -0.2, 0.0], [0.1, 0.0, -0.2], [0.1, -0.1, 0.5], [-0.4, 0.4, -0.5], [-0.1, 0.0, 0.0], [0.1, 0.0, -0.1], [0.1, -0.1, 0.1], [0.0, 0.2, 0.0], [0.0, 0.0, -0.1], [0.0, 0.1, 0.0], [0.0, -0.1, 0.0], [-0.1, 0.1, -0.2], [-0.3, 0.6, 0.1], [-0.5, -0.8, -1.3], [0.5, 0.2, 0.7], [-0.1, 0.2, 0.1], [0.0, -0.2, -0.1], [-0.2, 0.4, 0.0], [-0.5, -0.2, -0.4], [1.6, -1.3, 0.4], [-0.6, 0.4, 0.3], [0.0, -0.1, -0.1], [-0.1, 0.1, 0.0], [0.0, 0.0, 0.1], [2.0, -2.7, -1.3], [-2.9, 2.4, 0.9], [0.2, 0.0, 0.0], [-0.4, -0.2, -0.2], [0.0, 0.1, 0.2], [-0.5, -0.7, 0.0], [0.1, -0.3, 0.2], [-0.4, -0.4, -0.1], [0.2, 0.5, -0.2], [-0.6, 0.0, -0.4], [-0.3, 0.0, -0.2], [0.1, 0.1, 0.2], [0.2, 0.0, -0.1], [2.9, 1.7, 1.2], [-0.3, -0.2, 0.0], [-0.1, 0.0, 0.0], [-0.1, 0.0, 0.1], [0.1, 0.3, -0.1], [0.0, -0.1, 0.1], [0.2, 0.2, -0.1], [0.0, -0.1, -0.1], [0.0, 0.0, -0.1], [0.0, 0.1, -0.1], [0.1, 0.0, 0.1], [0.0, -0.1, 0.1], [0.0, 0.1, -0.1], [0.3, -0.2, 0.1], [-0.1, -0.1, 0.0], [0.0, 0.0, -0.2], [0.1, -0.1, 0.3], [-0.1, 0.1, 0.0], [-0.1, -0.1, 0.1], [-0.5, 0.6, -0.6], [-1.1, -1.2, 1.2], [0.5, -0.5, -0.5], [0.3, 0.3, 0.4], [1.3, 1.5, -1.0], [-0.5, -0.8, 1.0]],
  "lowdin_charge": [1.077, 0.203, -0.433, 0.000, -0.440, 0.155, -0.201, 0.056, 0.025, 0.005, -0.103, 0.017, -0.198, 0.068, 0.032, 0.015, -0.069, 0.006, 0.144, 0.138, 0.131, 0.098, 0.145, 0.138, 0.132, 0.108, 1.338, -0.197, -0.323, 0.138, 0.048, 0.078, 0.035, -0.352, -0.205, 0.159, 0.147, 0.164, 0.130, 0.019, -0.028, -0.336, -0.030, -0.099, 0.004, 0.000, 0.002, -0.112, -0.337, -0.051, -0.041, -0.169, -0.160, 0.095, 0.101, 0.039, 0.144, 0.039, 0.100, 0.096, 0.130, 0.127, 0.128, 0.147, 0.016, 0.097, 0.099, 0.017, 0.107, 0.085, 0.697, -1.525, 0.689, 0.663, -0.325, 0.163]
}

Let's list energy relative to the best compared isomer or geometry (same formula, charge and spin) in order: 1.5640, 1.6486 eV.